# 1
11
Properties=species:S:1:pos:R:3:mulliken_charge:R:1 method="wB97M-V/def2-TZVPD" multiplicity=2 gap_ha="0.4253 / 0.3082" charge=+2 relative_energy_ev=0.000 largest_force_ev_per_a=3.85
C 1.57 -0.73 0.00 0.20
C 0.65 -1.88 0.35 -0.04
O -0.62 -1.48 0.56 -0.25
O 1.10 0.38 -0.11 -0.31
H 2.64 -0.92 -0.16 0.41
H 0.66 -2.68 -0.43 0.43
Zn -0.79 0.52 0.29 0.70
O -2.77 3.95 -0.89 -0.11
O -1.38 2.22 -0.24 -0.25
C -2.08 3.09 -0.60 0.80
H 1.01 -2.46 1.24 0.42

***

# 2
13
Properties=species:S:1:pos:R:3:mulliken_charge:R:1 method="wB97M-V/def2-TZVPD" multiplicity=1 gap_ha=0.2865 charge=-2 largest_force_ev_per_a=4.94
C -2.12 -0.68 0.21 -0.45
C -3.24 -0.79 1.41 0.37
C -1.69 -0.77 -0.91 0.04
O -4.38 -0.45 0.98 -0.70
O 2.20 2.14 -0.60 -0.58
O 3.64 0.06 -1.04 -0.81
O -2.94 -1.28 2.46 -0.62
O 2.03 -0.01 0.92 -0.51
O 0.97 -0.07 -1.29 -0.53
P 2.19 0.38 -0.68 0.79
H 3.21 2.20 -0.55 0.29
H 1.12 0.28 0.82 0.33
H -0.97 -1.01 -1.73 0.39

***

# 3
14
Properties=species:S:1:pos:R:3:mulliken_charge:R:1 method="wB97M-V/def2-TZVPD" multiplicity=1 gap_ha=0.3327 charge=-1 relative_energy_ev=0.041 largest_force_ev_per_a=5.46
C -2.68 -0.14 -0.04 -0.79
C -1.32 0.01 -0.13 -0.33
C -0.46 -1.15 -0.08 0.74
O 3.30 1.76 0.38 -0.64
O -0.97 -2.25 -0.10 -0.55
O 2.33 -1.95 0.29 -0.71
O 0.90 2.47 -0.16 -0.66
O 1.28 0.22 1.20 -0.47
O 1.79 0.14 -1.14 -0.43
P 1.32 -0.89 0.13 0.98
P 1.96 1.48 -0.04 0.93
H -3.44 0.51 -0.16 0.39
H -3.12 -1.20 -0.16 0.20
H -0.88 0.97 0.01 0.35